# 1
The following is a quantum chemistry calculation of a molecular structure, C22H27BFeO4 at a distorted geometry, from the Open Molecules 2025 dataset.

Structure (XYZ):
```
55
Properties=species:S:1:pos:R:3:mulliken_charge:R:1
C -2.34624 6.67786 1.39331 -1.141
C -2.80847 5.30478 1.51079 0.595
C -4.08140 4.77794 1.61430 -0.753
C -3.90725 3.36846 1.70233 -0.210
C -2.53731 3.10924 1.67473 0.530
B -1.85156 1.61227 1.78346 0.502
O -0.80417 1.62144 2.77763 -0.523
C -0.32851 0.31679 2.70201 -0.796
C -1.04093 -0.49046 1.51368 1.235
C -0.33549 -1.79077 1.47497 -1.414
C -0.98458 0.29906 0.12024 -0.398
O -1.46328 1.57726 0.35942 -0.524
C -2.56439 -0.55495 1.78067 -0.706
O -3.00686 0.74156 2.11466 -0.410
O -1.87086 4.29488 1.53338 -0.312
H -3.22548 7.33205 1.40397 0.335
H -1.69320 6.96418 2.22601 0.317
H -1.80284 6.83314 0.45423 0.318
H -5.03086 5.31774 1.63573 0.404
H -4.67897 2.61032 1.81106 0.575
H 0.76007 0.42496 2.61508 0.350
H -0.54975 -0.22656 3.64484 0.301
H -0.78395 -2.41651 0.69800 0.340
H 1.11809 -0.55265 0.35835 -0.125
H -0.46989 -2.28835 2.44828 0.494
H 0.00161 0.42665 -0.34326 0.452
H -1.61418 -0.22923 -0.62701 0.328
H -3.11076 -0.93167 0.88678 0.276
H -2.77529 -1.26042 2.59592 0.405
C 2.02136 -1.68773 2.43333 -1.140
C 1.11690 -1.42560 1.16835 1.688
C 1.60622 -2.47065 0.12730 -0.050
C 1.73168 -2.32091 -1.31183 -1.045
C 1.90278 -3.63058 -1.89423 -0.850
C 1.80902 -4.61164 -0.81880 -0.773
C 1.60173 -3.89023 0.41619 -0.796
Fe 3.26135 -3.33283 -0.49961 -0.244
C 4.70224 -3.57330 0.86291 -0.513
C 4.87210 -2.33650 0.12033 -0.905
C 4.92869 -2.67020 -1.29410 -0.792
C 4.80075 -4.11527 -1.41767 -0.674
C 4.66061 -4.67087 -0.08053 -0.702
H 1.92948 -0.91233 3.19928 0.427
H 1.78195 -2.65726 2.89959 0.322
H 3.07440 -1.73030 2.12756 0.129
H 1.38423 -0.27622 1.13155 1.042
H 1.66168 -1.38371 -1.85079 0.581
H 1.96488 -3.85126 -2.95649 0.522
H 1.80417 -5.69555 -0.90965 0.479
H 1.43167 -4.27545 1.41742 0.421
H 4.73039 -3.67259 1.94323 0.507
H 5.02886 -1.34509 0.54378 0.504
H 5.10804 -1.97049 -2.10630 0.454
H 4.88610 -4.68468 -2.33802 0.498
H 4.63478 -5.72991 0.17215 0.466
```

## Properties
**⟨S²⟩**: 6.104
**HOMO (alpha / beta)**: -3.8 / -5.9 eV
**LUMO (alpha / beta)**: 0.0014 / -0.1274 Eh
**2S+1**: 5


# 2
The following is a quantum chemistry calculation of 2 unconnected molecules or ions with the total composition CH4O2 at a distorted geometry, from the Open Molecules 2025 dataset.

Structure (XYZ):
```
7
Properties=species:S:1:pos:R:3:mulliken_charge:R:1
O -1.02996 -0.57494 -0.40156 -0.423
C 0.00000 0.00000 0.00000 -0.022
H 0.32526 1.01186 -0.34030 0.227
H 0.61158 -0.48288 0.79891 0.218
O -3.82464 -0.29593 1.56282 -0.648
H -4.57633 -0.88929 1.33670 0.318
H -3.04849 -0.69446 1.10781 0.330
```

## Properties
**SMILES string**: C=O.O
**HOMO**: -10.6 eV
**LUMO**: 0.0119 Eh


# 3
The following is a quantum chemistry calculation of 3 unconnected molecules or ions with the total composition C2H12NO2S, from the Open Molecules 2025 dataset.

Structure (XYZ):
```
18
Properties=species:S:1:pos:R:3:mulliken_charge:R:1
C -0.05020 0.48453 1.07019 -0.386
C 0.54471 1.60675 0.25083 -0.715
S -0.21189 1.79097 -1.41782 -0.193
N -0.39060 -0.71824 0.25059 -0.190
H 0.63538 0.16807 1.85818 0.334
H -0.97462 0.76954 1.56300 0.323
H 0.40837 2.56051 0.75742 0.367
H 1.61027 1.53192 0.09522 0.364
H 0.82598 1.26787 -2.08566 0.159
H -0.41505 -1.58506 0.77923 0.378
H -1.33651 -0.56915 -0.14887 0.236
H 0.18123 -0.85825 -0.58307 0.340
H -3.88115 -0.25329 -0.09578 0.298
H -3.21118 -0.21933 -1.46128 0.311
O -3.02861 -0.09722 -0.52094 -0.649
H 3.03172 -2.63807 -0.46984 0.315
H 3.44741 -1.52414 0.43276 0.327
O 2.81476 -1.71740 -0.27416 -0.618
```

## Properties
**HOMO**: -13.2 eV
**LUMO**: -0.1116 Eh
**Net charge**: +1


# 4
The following is a quantum chemistry calculation of 2 unconnected molecules or ions with the total composition CH5NOP2 at a distorted geometry, from the Open Molecules 2025 dataset.

Structure (XYZ):
```
10
Properties=species:S:1:pos:R:3:mulliken_charge:R:1
C 0.67712 -0.08067 2.42476 0.496
N 1.58196 -0.20257 1.65213 -0.389
O -0.30360 -0.06562 3.04246 -0.391
P -0.88358 -0.23904 -1.68862 -0.013
P -1.03961 1.14800 -0.15371 -0.161
H 2.59727 -0.22063 1.63146 0.260
H -0.95265 0.01549 -3.03890 0.087
H 0.28078 -1.14300 -1.83823 0.075
H -1.74535 -1.27619 -1.42733 0.084
H -0.21234 2.06421 -0.60402 -0.048
```

## Properties
**SMILES string**: P=[PH3].N=C=O
**HOMO**: -7.5 eV
**LUMO**: 0.0277 Eh


# 5
The following is a quantum chemistry calculation of a molecular structure, C42H55BClN12O5P2RbS3Se2 at a distorted geometry, from the Open Molecules 2025 dataset.

Structure (XYZ):
```
124
Properties=species:S:1:pos:R:3:mulliken_charge:R:1
Rb 1.69617 -0.81416 -1.77177 0.784
O 2.80433 -3.55019 2.24889 -0.391
C 2.68633 -3.01240 1.05232 0.095
O 1.65086 -2.60028 0.57723 0.084
C 3.99849 -2.92308 0.31461 -0.223
C 5.14190 -3.56431 0.76021 -0.432
C 6.30750 -3.38691 0.02301 -0.573
C 6.28842 -2.56080 -1.08430 -0.466
C 5.08757 -1.95657 -1.45931 0.125
N 3.96844 -2.15755 -0.77294 0.469
C 5.04108 -0.94711 -2.63122 0.229
O 6.11853 -0.35493 -2.83465 -0.796
O 3.94011 -0.82221 -3.20004 -0.752
H 1.92604 -3.46339 2.71856 -0.054
H 5.11285 -4.16491 1.65749 0.524
H 7.22539 -3.87383 0.33125 0.392
H 7.17500 -2.33971 -1.66182 0.508
C -2.40824 4.66305 1.09859 -0.835
N -3.38213 4.05050 0.22725 0.344
C -4.61401 3.56484 0.62895 -0.517
C -5.20097 3.05754 -0.47108 -0.664
N -4.34538 3.21709 -1.53733 0.085
B -4.64161 2.66913 -2.94741 0.432
N -4.68703 1.08369 -2.94205 0.266
C -5.25547 0.45004 -4.02672 -1.033
C -5.02412 -0.87516 -3.92972 -0.173
N -4.31704 -1.05937 -2.76065 0.461
C -3.78436 -2.30988 -2.28280 -1.115
C -4.10190 0.14840 -2.15304 -0.783
S -3.25220 0.30098 -0.69651 0.044
C -3.21813 3.83394 -1.11035 -0.021
S -1.85738 4.32053 -2.00399 -0.513
H -2.85719 5.49979 1.63865 0.347
H -1.59329 5.02394 0.47427 0.300
H -2.02173 3.93417 1.81247 0.100
H -4.93854 3.60961 1.65340 0.485
H -6.14620 2.55800 -0.58788 0.464
H -5.74802 3.03313 -3.31158 -0.244
H -3.78576 3.03151 -3.70546 -0.186
H -5.76671 1.01406 -4.78662 0.473
H -5.28773 -1.69366 -4.57626 0.392
H -4.36295 -3.12735 -2.71246 0.311
H -3.85069 -2.33307 -1.19627 0.317
H -2.73339 -2.40523 -2.56067 0.342
Se 2.36389 -0.53474 4.13502 -0.444
P 0.46417 -1.38976 4.60194 1.118
Se -0.10114 -3.30479 3.76050 -0.598
C 0.28574 -1.59586 6.41915 -0.002
C -0.96493 -1.88870 6.95936 -0.400
C -1.10941 -2.09348 8.32133 -0.595
C -0.00108 -2.02010 9.15837 -0.375
C 1.24575 -1.73500 8.62395 -0.546
C 1.38780 -1.51770 7.25807 -0.312
C -0.83232 -0.15446 4.23629 0.315
C -1.00309 0.92774 5.09816 -0.429
C -1.95100 1.89818 4.81842 -0.876
C -2.72124 1.80397 3.66472 -0.256
C -2.53422 0.74801 2.78507 -0.312
C -1.59336 -0.23397 3.07622 -0.303
H -1.82436 -1.96420 6.30335 0.346
H -2.08705 -2.31617 8.73180 0.363
H -0.11282 -2.18481 10.22366 0.350
H 2.11362 -1.67665 9.27020 0.370
H 2.35178 -1.27704 6.82538 0.249
H -0.38950 1.00856 5.98797 0.416
H -2.08629 2.73151 5.49823 0.350
H -3.46550 2.56101 3.44856 0.290
H -3.10957 0.68708 1.86837 0.165
H -1.44764 -1.06663 2.39881 0.343
C 5.61220 2.23172 -0.29666 -1.091
N 4.36469 1.76038 0.27200 1.086
C 4.49640 0.64783 1.20076 -0.876
P 2.84060 2.31473 -0.02874 -0.401
O 1.84991 1.27402 -0.38449 -0.134
N 2.34091 3.08917 1.33982 0.895
C 3.21252 3.92762 2.12453 -1.175
C 0.95033 3.05235 1.76631 -0.962
N 3.08460 3.45520 -1.23170 0.061
C 2.07978 4.51822 -1.29856 -1.038
C 3.31986 2.85588 -2.55001 -0.672
H 6.04055 1.49399 -0.98368 0.121
H 6.33320 2.41829 0.50996 0.312
H 5.44895 3.16349 -0.83257 0.375
H 5.02719 -0.18516 0.73264 0.111
H 3.51615 0.29495 1.52113 -0.056
H 5.05640 0.95737 2.09194 0.336
H 4.23908 3.83696 1.77032 0.263
H 3.18192 3.62682 3.17743 0.271
H 2.91714 4.98425 2.06391 0.342
H 0.36712 2.45615 1.06753 0.103
H 0.53369 4.06711 1.79849 0.268
H 0.87025 2.59955 2.76065 0.204
H 1.97279 4.99835 -0.32672 0.205
H 1.09339 4.15510 -1.61129 0.357
H 2.41675 5.26930 -2.01741 0.371
H 3.99615 2.00248 -2.48812 0.282
H 3.76943 3.60336 -3.20835 0.307
H 2.38378 2.50985 -3.00300 0.041
Cl -0.72082 -1.18293 -7.25980 -0.301
C -0.88514 -0.28573 -5.77128 0.080
C -1.15973 1.07092 -5.80090 -0.530
C -1.29507 1.73027 -4.59187 -0.449
C -1.15764 1.00444 -3.41593 -0.651
N -0.88671 -0.30083 -3.39871 0.747
C -0.74969 -0.93968 -4.55908 -0.633
H -1.26649 1.58719 -6.74615 0.446
H -1.52530 2.78546 -4.53437 0.437
H -1.28514 1.49108 -2.45491 0.500
H -0.53157 -2.00217 -4.52036 0.393
C -3.90162 -5.54832 -4.76667 -0.958
C -2.40102 -5.80754 -4.65335 -0.395
C -1.76512 -5.14059 -3.47674 0.434
N -0.78858 -4.31159 -3.57312 -0.618
N -0.35398 -3.80141 -2.38006 -0.043
C -1.01684 -4.27742 -1.36284 0.507
N -0.76749 -4.00173 -0.06986 -0.189
S -2.26458 -5.41538 -1.82801 -0.279
H -4.30975 -6.03323 -5.65461 0.385
H -4.09989 -4.47854 -4.84110 0.140
H -4.43996 -5.92950 -3.89682 0.315
H -1.88079 -5.42468 -5.53207 0.306
H -2.21131 -6.88413 -4.60738 0.248
H -0.03154 -3.33966 0.16246 0.159
H -1.48503 -4.12345 0.62225 0.216
```

## Properties
**HOMO**: -2.6 eV
**LUMO**: 0.1255 Eh
**Net charge**: -2


# 6
The following is a quantum chemistry calculation of 5 unconnected molecules or ions with the total composition C4H15NO4 at a distorted geometry, from the Open Molecules 2025 dataset.

Structure (XYZ):
```
24
Properties=species:S:1:pos:R:3:mulliken_charge:R:1
C 1.93757 1.58042 1.48065 -1.419
C 1.55395 0.37185 0.73565 0.122
C 1.72070 -0.86564 1.21057 -0.175
N 1.73329 -2.10172 0.54591 -0.505
C 0.82091 -2.51374 -0.23748 0.017
H 1.28825 2.12324 2.17811 0.298
H 2.39859 2.43271 0.96842 0.292
H 2.69034 1.42906 2.28950 0.371
H 1.25393 0.48320 -0.30412 0.421
H 2.04252 -1.04405 2.22304 0.361
H 0.07771 -1.81416 -0.62291 -0.061
H 0.83102 -3.58556 -0.37150 0.308
H -0.30640 2.11567 -0.79202 0.433
H 0.14099 3.42147 -1.55487 0.279
O 0.38348 2.80215 -0.85598 -0.614
H -2.23702 -2.43690 0.34061 0.290
H -2.24998 -1.50654 1.46038 0.230
O -1.99126 -1.52634 0.54447 -0.586
H -1.82498 -1.08560 -2.97258 0.343
H -1.95404 -1.28521 -1.50903 0.272
O -2.10149 -0.59348 -2.19064 -0.623
H -2.11887 1.81140 -1.43626 0.264
H -1.91439 0.43428 -0.55499 0.416
O -2.17481 1.35349 -0.57494 -0.735
```

## Properties
**SMILES string**: C=N/C=C/C.O.O.O.O
**HOMO**: -8.6 eV
**LUMO**: 0.0040 Eh


It is found that the energy above the lowest of the compared OMol25 structures with the same formula, charge and spin values, taken in the order of the records, are 195.1, 23.6, 19.2, 163.4, 12.9, 371.9 kJ/mol.